The following is a quantum chemistry calculation of a molecular structure, CH3NOS2 at a distorted geometry, from the OMol25 dataset.

Atoms and positions in Å:
1 C -1.87847 0.14971 0.16498
2 N -0.77473 0.81158 0.57202
3 O 0.14944 -1.72496 -0.40502
4 S -3.26910 0.70589 -0.32915
5 S -1.19799 -2.05883 0.41764
6 H -0.60373 1.87666 0.61946
7 H 0.05803 0.13613 0.56763
8 H -0.05385 -1.66361 -1.40908

Atoms 1-2, force components in eV/Å:
C 1.74 -0.54 1.21
N 1.81 -0.98 -0.19

Summary:
Charge: 0
2S+1: 1

What are the Löwdin partial charges on each atom? They are as follows, in elementary charge units: C -1.019; N -0.042; O -0.633; S 0.644; S 0.717; H 0.153; H 0.085; H 0.096

The following is a quantum chemistry calculation of a molecular structure, C3H4N at a distorted geometry, from the OMol25 dataset.

Atoms and positions in Å:
1 C 2.44705 -0.15739 -0.04416
2 C -1.38844 0.51873 -0.06453
3 C -2.12087 -0.44635 0.05065
4 N 1.31984 0.03173 -0.06626
5 H 3.52805 -0.12907 0.24471
6 H -0.00304 0.00525 -0.18970
7 H -0.92631 1.39018 0.15194
8 H -2.85627 -1.21307 -0.08264

Atoms 1-2, force components in eV/Å:
C 0.50 0.86 1.18
C -1.12 -3.11 0.19

Summary:
Charge: +1
2S+1: 1

What are the Löwdin partial charges on each atom? They are as follows, in elementary charge units: C 0.169; C 0.012; C 0.209; N 0.189; H 0.148; H 0.138; H 0.049; H 0.085

The following is a quantum chemistry calculation of a molecular structure, C8H10F7I3N2O6P2S3 at a distorted geometry, from the OMol25 dataset.

Atoms and positions in Å:
1 O 1.16105 -2.81178 0.48624
2 P 2.60580 -2.58315 -0.18471
3 I 4.02679 -2.43327 1.78306
4 N 2.46987 -0.79915 -0.61498
5 C 1.80904 -0.44192 -1.68810
6 I 0.88548 -1.73698 -2.96716
7 S 1.71172 1.21115 -1.99580
8 C 2.51624 1.65425 -0.39396
9 C 1.49410 2.30504 0.55392
10 C 0.31391 1.31977 0.71955
11 C -1.04901 1.81746 0.23133
12 C -1.88772 0.64027 -0.28567
13 F -1.06994 -0.41485 -0.65490
14 F -2.74186 0.20356 0.66154
15 C -2.75463 0.95383 -1.52383
16 F -2.01348 1.34725 -2.58219
17 F -3.40119 -0.14711 -1.83963
18 F -3.60026 1.94364 -1.22288
19 P 3.98584 2.82175 -0.68099
20 O 3.21774 4.10062 -1.33290
21 I 5.09825 1.80895 -2.61618
22 C 3.03978 0.30686 0.18204
23 H 0.52674 -2.07678 0.44484
24 H 1.16164 3.27711 0.17844
25 H 1.99184 2.49103 1.51349
26 H 0.55571 0.41942 0.17636
27 H 0.21882 1.06774 1.78074
28 H -1.58957 2.30653 1.04433
29 H -0.96456 2.55746 -0.57306
30 H 2.33720 3.91918 -1.68459
31 H 2.63396 0.18870 1.18796
32 H 4.13089 0.27334 0.17674
33 N -2.37445 -2.50651 0.80877
34 S -3.70247 -3.21110 0.28382
35 O -4.90726 -2.53040 0.62632
36 O -3.68643 -4.63539 0.30851
37 F -3.47056 -2.84794 -1.25425
38 S -2.10795 -2.52312 2.35951
39 O -1.06039 -1.60015 2.67510
40 O -2.10198 -3.81292 2.96435
41 F -3.40874 -1.82241 2.94878

Atoms 1-2, force components in eV/Å:
O 0.49 0.33 -0.55
P -0.50 -0.38 0.12

Summary:
Charge: 0
2S+1: 1

Here are the Löwdin charges for atoms 1 to 8, given in e: O -0.375; P 0.508; I 0.535; N -0.350; C -1.170; I 1.130; S 0.915; C -0.819

The following is a quantum chemistry calculation of a molecular structure, C5H10Br3InO2P, from the OMol25 dataset.

Atoms and positions in Å:
1 C -1.76148 2.76600 0.03095
2 C -2.44473 1.52784 0.62848
3 O -1.65252 0.86224 1.57610
4 In 0.16649 0.09818 1.14069
5 Br 1.90753 1.90749 1.66266
6 P 0.60897 -1.87228 2.69911
7 O -0.35073 -2.16830 3.81946
8 C 0.44590 -0.55265 -0.95249
9 Br -0.85389 -0.20722 -2.31052
10 C 1.51344 -1.16991 -1.40673
11 C 1.82844 -1.66738 -2.79635
12 Br 2.95472 -1.38634 -0.15165
13 H -1.54565 3.50895 0.81363
14 H -2.39434 3.22460 -0.74667
15 H -0.80180 2.49644 -0.43440
16 H -3.37763 1.84450 1.13211
17 H -2.74944 0.86219 -0.20215
18 H 1.95629 -1.73626 3.12937
19 H 0.85738 -2.99320 1.85926
20 H 0.97596 -2.22844 -3.20872
21 H 2.71820 -2.30272 -2.81118
22 H 1.99890 -0.81372 -3.47095

Atoms 1-2, force components in eV/Å:
C -0.04 0.00 0.07
C 0.03 0.14 -0.01

Summary:
Charge: -1
2S+1: 1

Here are the Löwdin charges for atoms 1 to 8, given in e: C -0.121; C -0.435; O -0.384; In 0.245; Br -0.050; P 0.472; O -0.593; C -0.790

The following is a quantum chemistry calculation of 3 unconnected molecules or ions with the total composition C18H40BF4N2 at a distorted geometry, from the OMol25 dataset.

Atoms and positions in Å:
1 C -11.03949 -21.50165 -29.26894
2 C -10.45454 -22.66086 -28.47683
3 C -11.54788 -23.64217 -28.06655
4 N -11.08580 -25.04212 -27.74026
5 C -9.91620 -24.94152 -26.82436
6 C -9.47683 -26.28893 -26.25044
7 C -10.60482 -27.04548 -25.58019
8 C -11.77501 -27.14193 -26.55008
9 C -12.20761 -25.77859 -27.06143
10 C -10.66687 -25.68353 -29.03669
11 H -10.42444 -20.60275 -29.20339
12 H -12.01711 -21.18454 -28.90476
13 H -11.06069 -21.75734 -30.32981
14 H -9.99185 -22.30062 -27.55516
15 H -9.62730 -23.13177 -29.00734
16 H -12.33389 -23.73883 -28.81699
17 H -12.00606 -23.25108 -27.15608
18 H -10.17709 -24.30872 -25.97195
19 H -9.00629 -24.54331 -27.27289
20 H -8.69189 -26.03960 -25.53827
21 H -9.05981 -26.89836 -27.05323
22 H -10.96146 -26.59492 -24.64602
23 H -10.30471 -28.04724 -25.26862
24 H -12.62623 -27.64022 -26.08423
25 H -11.52166 -27.76088 -27.41660
26 H -12.42694 -25.12912 -26.21002
27 H -13.06819 -25.83917 -27.72326
28 H -10.35496 -26.70098 -28.82969
29 H -9.81761 -25.13211 -29.42671
30 H -11.54632 -25.69457 -29.67409
31 C -9.97206 -18.27114 -31.30551
32 C -9.01335 -19.34845 -31.82252
33 C -7.96694 -19.57545 -30.73441
34 N -6.86469 -20.51495 -31.11494
35 C -7.36100 -21.83842 -31.63974
36 C -6.23352 -22.76905 -32.02757
37 C -5.35927 -22.15780 -33.11384
38 C -4.84569 -20.81125 -32.60552
39 C -5.97724 -19.90398 -32.15339
40 C -6.05151 -20.72906 -29.86089
41 H -10.84637 -18.11290 -31.93411
42 H -9.44443 -17.31761 -31.25040
43 H -10.35060 -18.51633 -30.31052
44 H -8.55702 -18.95090 -32.72851
45 H -9.54926 -20.27376 -32.01940
46 H -8.47733 -20.02230 -29.88183
47 H -7.51828 -18.63829 -30.40719
48 H -7.96289 -21.58764 -32.51362
49 H -8.02546 -22.27171 -30.89074
50 H -6.72234 -23.69078 -32.34219
51 H -5.63047 -22.97771 -31.14596
52 H -5.95047 -21.99724 -34.02109
53 H -4.53362 -22.82833 -33.34031
54 H -4.29637 -20.29566 -33.39423
55 H -4.13852 -20.96534 -31.78684
56 H -6.59567 -19.68632 -33.02800
57 H -5.61983 -18.93091 -31.81660
58 H -5.36250 -21.55016 -29.98182
59 H -6.77153 -21.00731 -29.09246
60 H -5.56941 -19.80184 -29.56702
61 B -6.49026 -24.85604 -28.96268
62 F -5.26134 -24.19096 -29.00746
63 F -6.69596 -25.48569 -27.72550
64 F -7.60276 -23.95900 -29.17657
65 F -6.50776 -25.79098 -30.01591

Atoms 1-2, force components in eV/Å:
C 0.31 0.28 -0.20
C 0.33 -0.04 0.48

Summary:
Charge: +1
2S+1: 1

Here are the Löwdin charges for atoms 1 to 8, given in e: C -0.082; C -0.226; C -0.130; N -0.267; C -0.122; C -0.155; C -0.181; C -0.166

The following is a quantum chemistry calculation of a molecular structure, C38H57IrN7O3P3SSb, from the OMol25 dataset.

Atoms and positions in Å:
1 Ir -0.72529 -0.34293 0.16166
2 C -3.51068 1.99343 3.89590
3 N -2.93265 0.65589 3.99758
4 C -3.00188 -0.16139 5.10714
5 C -2.38183 -1.30457 4.80316
6 N -1.91457 -1.20042 3.47669
7 C -2.27712 0.02885 3.00905
8 S -2.11581 0.83608 1.51782
9 C -1.19157 -2.25204 2.84279
10 C -1.01207 -3.42885 3.56906
11 C -0.32721 -4.48557 3.01119
12 C 0.18271 -4.34611 1.73187
13 C -0.02730 -3.15245 1.08444
14 N -0.70847 -2.11219 1.60409
15 H -3.97060 2.23583 4.84880
16 H -4.26410 2.01245 3.10990
17 H -2.72959 2.71821 3.67255
18 H -3.49090 0.14648 6.01483
19 H -2.24759 -2.16860 5.41914
20 H -1.40726 -3.54550 4.56177
21 H -0.19987 -5.40211 3.57145
22 H 0.72105 -5.14661 1.24716
23 H 0.35869 -2.99228 0.09268
24 C 3.86319 2.49478 1.13021
25 N 2.54705 1.99816 1.54982
26 C 1.88500 2.86814 2.52836
27 P 2.23019 0.41379 1.70807
28 O 0.76980 0.07577 1.69346
29 O 2.99799 -0.20297 0.43646
30 P 2.50067 -1.23689 -0.69284
31 O 1.00593 -1.09856 -0.93298
32 N 3.35568 -0.89700 -2.02486
33 C 4.71105 -1.42843 -2.21559
34 C 3.14054 0.35884 -2.74081
35 N 2.93379 -2.69619 -0.13253
36 C 2.64443 -3.86271 -0.97226
37 C 3.96614 -2.92241 0.88719
38 N 2.90304 -0.33303 2.99235
39 C 4.33266 -0.14933 3.26245
40 C 2.12001 -0.72061 4.16763
41 H 3.72783 3.45211 0.63625
42 H 4.32737 1.80910 0.42499
43 H 4.52648 2.63798 1.98649
44 H 1.70024 3.82611 2.06689
45 H 2.51036 3.01608 3.41335
46 H 0.92773 2.44065 2.82510
47 H 4.83349 -2.37982 -1.70488
48 H 5.46310 -0.72704 -1.84691
49 H 4.87692 -1.58813 -3.28013
50 H 2.16115 0.75341 -2.51130
51 H 3.19931 0.18407 -3.81398
52 H 3.90335 1.09079 -2.45924
53 H 1.90813 -3.61423 -1.73559
54 H 2.25801 -4.67704 -0.35967
55 H 3.54750 -4.21803 -1.47242
56 H 4.42009 -1.98642 1.20063
57 H 4.74794 -3.56238 0.47580
58 H 3.53444 -3.41431 1.76022
59 H 4.87324 0.09708 2.34839
60 H 4.74282 -1.07833 3.65921
61 H 4.50411 0.64375 3.99367
62 H 1.06625 -0.78705 3.90882
63 H 2.24487 0.00150 4.97772
64 H 2.46015 -1.69535 4.52038
65 C -0.41376 0.41700 -5.82700
66 C -0.29586 -0.59103 -4.88380
67 C -0.46182 -0.30504 -3.53542
68 C -0.76230 0.98495 -3.10729
69 C -0.85599 1.99826 -4.06804
70 C -0.68241 1.71613 -5.41150
71 P -1.16491 1.36263 -1.36687
72 C -2.94339 1.82148 -1.42747
73 C -3.97715 1.06682 -0.87949
74 C -5.30338 1.44343 -1.02576
75 C -5.62698 2.59427 -1.72906
76 C -4.60959 3.37057 -2.26691
77 C -3.28718 2.99269 -2.11001
78 C -0.39954 2.97502 -1.02583
79 C 0.77127 3.35309 -1.68187
80 C 1.27510 4.63736 -1.53283
81 C 0.61248 5.55673 -0.72999
82 C -0.53540 5.17721 -0.04748
83 C -1.03414 3.89104 -0.18583
84 H -0.28755 0.19908 -6.87896
85 H -0.06506 -1.60203 -5.19475
86 H -0.31290 -1.09522 -2.81093
87 H -1.04248 3.02291 -3.78117
88 H -0.75888 2.51381 -6.13798
89 H -3.76824 0.17597 -0.30042
90 H -6.08418 0.83671 -0.58596
91 H -6.66043 2.89090 -1.84595
92 H -4.84203 4.27983 -2.80434
93 H -2.52411 3.64792 -2.50925
94 H 1.27135 2.66742 -2.35029
95 H 2.16719 4.93109 -2.07130
96 H 0.98705 6.56831 -0.64115
97 H -1.05279 5.88847 0.58294
98 H -1.94937 3.62217 0.32862
99 C -3.44417 -1.44526 -2.98886
100 Sb -2.27514 -1.89467 -1.28466
101 C -1.21709 -3.56666 -2.04362
102 C -3.69260 -2.82405 -0.01885
103 H -3.92665 -2.38739 -3.24914
104 H -2.80638 -1.12014 -3.80791
105 H -4.19475 -0.68954 -2.77395
106 H -1.88609 -4.03826 -2.76299
107 H -1.00057 -4.27913 -1.25174
108 H -0.30121 -3.26969 -2.55018
109 H -4.30189 -3.48911 -0.62980
110 H -4.33659 -2.07363 0.43837
111 H -3.19761 -3.40389 0.75797

Atoms 1-2, force components in eV/Å:
Ir 0.10 -0.75 -0.30
C 0.01 0.00 0.00

Summary:
Charge: +3
2S+1: 1

Here are the Löwdin charges for atoms 1 to 8, given in e: Ir 0.719; C -0.001; N -0.110; C 0.011; C 0.004; N 0.051; C -0.561; S 0.763

The following is a quantum chemistry calculation of 2 unconnected molecules or ions with the total composition C24H31N5O5S at a distorted geometry, from the OMol25 dataset.

Atoms and positions in Å:
1 C 4.75036 3.35288 -3.59650
2 N 3.70300 3.21620 -2.58680
3 C 2.55137 3.90134 -2.60557
4 O 2.26981 4.67806 -3.51108
5 C 1.56758 3.64873 -1.44997
6 C 0.48769 2.64584 -1.88243
7 C 1.03866 1.40413 -2.51033
8 C 0.85288 1.02068 -3.79329
9 N 1.56763 -0.13521 -4.03898
10 C 2.26960 -0.54297 -2.92561
11 C 3.14031 -1.61320 -2.68086
12 C 3.70158 -1.75764 -1.40079
13 C 3.38251 -0.83746 -0.38582
14 C 2.50717 0.23526 -0.64234
15 C 1.93023 0.41089 -1.91975
16 N 0.94166 4.89289 -0.98531
17 C 0.51114 5.19281 0.23932
18 C 0.64792 4.18125 1.36213
19 O 0.01429 6.28257 0.47172
20 H 5.66395 2.86005 -3.26133
21 H 4.95680 4.41135 -3.77218
22 H 4.41779 2.90209 -4.53335
23 H 3.84107 2.53814 -1.85368
24 H 2.13838 3.20717 -0.63558
25 H -0.17480 3.13398 -2.59995
26 H -0.11202 2.35811 -1.01955
27 H 0.25741 1.56385 -4.51951
28 H 1.59330 -0.59081 -4.94046
29 H 3.37740 -2.31550 -3.46601
30 H 4.37771 -2.57694 -1.19567
31 H 3.81277 -0.95986 0.59924
32 H 2.26187 0.92691 0.14936
33 H 0.82765 5.62198 -1.67626
34 H 0.23093 4.61334 2.27105
35 H 1.69832 3.95202 1.52455
36 H 0.09388 3.28044 1.11163
37 O -5.80349 -1.01731 5.01760
38 S -4.88426 -0.75328 3.90121
39 O -5.23302 0.42624 3.09824
40 C -4.69804 -2.21469 2.88466
41 C -3.20307 -2.45845 2.86623
42 N -3.00252 -3.88574 2.57170
43 C -1.71692 -4.30526 1.98821
44 C -1.57224 -3.73462 0.60420
45 C -0.47555 -2.94006 0.26199
46 C -0.39987 -2.45724 -1.04121
47 C -1.40735 -2.76683 -1.95723
48 N -2.46172 -3.53003 -1.63022
49 C -2.54229 -4.00344 -0.37359
50 C -2.63924 -2.01438 4.23828
51 O -1.21468 -1.92530 4.25215
52 C -3.20504 -0.63454 4.51647
53 H -5.08797 -2.03380 1.88250
54 H -5.24371 -3.03827 3.34478
55 H -2.75183 -1.83284 2.08549
56 H -3.23437 -4.46167 3.38054
57 H -0.88447 -3.98849 2.62633
58 H -1.68308 -5.39848 1.92579
59 H 0.29840 -2.70017 0.98720
60 H 0.43544 -1.84150 -1.34964
61 H -1.33378 -2.37754 -2.96798
62 H -3.39496 -4.62256 -0.11169
63 H -2.97696 -2.72143 5.00634
64 H -0.89037 -1.62524 5.11924
65 H -3.21238 -0.38522 5.57799
66 H -2.67849 0.13881 3.95435

Atoms 1-2, force components in eV/Å:
C -0.49 0.15 -0.06
N 0.65 -0.43 0.60

Summary:
SMILES: CNC(=O)[C@H](Cc1c[nH]c2ccccc12)NC(C)=O.O=S1(=O)C[C@H](NCc2cccnc2)[C@@H](O)C1
Charge: 0
2S+1: 1

Here are the Löwdin charges for atoms 1 to 8, given in e: C -0.049; N 0.033; C -0.459; O 0.064; C -0.212; C -0.080; C -0.186; C -0.035

The following is a quantum chemistry calculation of a gas-phase ion, C3H7N2OS (charge +1) at a distorted geometry, from the OMol25 dataset.

Atoms and positions in Å:
1 C -0.11774 -0.66661 0.16023
2 C 2.18026 1.84818 0.19658
3 C -1.20534 -1.24300 -0.63487
4 N 0.12881 0.64960 -0.39321
5 N 0.75364 -1.11849 0.94920
6 O 0.95882 1.77270 -0.20127
7 S 2.99250 3.35490 0.11787
8 H 2.76120 1.02387 0.61063
9 H -2.20664 -0.86933 -0.45011
10 H -1.22441 -2.36126 -0.52440
11 H -0.91963 -0.87903 -1.67141
12 H -0.56627 0.94744 -1.00020
13 H 0.79928 -2.13083 1.34592
14 H 2.07959 4.16445 -0.37964

Atoms 1-2, force components in eV/Å:
C 2.99 0.22 1.47
C -0.92 0.65 -0.34

Summary:
Charge: +1
2S+1: 1

Here are the Löwdin charges for atoms 1 to 8, given in e: C -0.447; C -0.392; C -0.012; N 0.074; N 0.139; O -0.006; S 1.026; H 0.117

Calculated HOMO-LUMO gap in order - 8.07; 11.89; 6.56; 7.97; 11.49; 7.90; 8.63; 8.42 eV
Calculated electronic energy in order - -26291.3716; -4653.8505; -118131.6886; -234035.2622; -33842.4519; -104967.3006; -53914.6706; -19076.3433 eV